No. 1
This record from the OMol25 dataset describes a single C16H22ClN3O molecule. The level of theory is ωB97M-V/def2-TZVPD.

Computed properties:
ΔE to the lowest compared entry with this formula, charge and spin = 0.0 kcal per mole
Largest force on an atom = 0.51 eV/Å
SMILES = Cc1ccc(N2CCN(C(=O)N3CCCC3)CC2)cc1Cl
E = -35990.1839 eV

```
43
Properties=species:S:1:pos:R:3:forces:R:3:lowdin_charge:R:1
Cl -5.659147 2.222181 0.604702 -0.08 0.17 0.05 0.697
O 3.009569 -0.647327 2.052166 0.04 -0.15 0.30 0.069
N -1.334445 -0.402761 0.082451 0.29 0.05 0.03 -0.098
N 1.545312 -0.425975 0.331834 -0.08 -0.18 0.13 -0.046
N 3.599486 0.678390 0.305474 0.16 0.05 0.07 -0.045
C 0.687525 -1.378431 1.021014 0.01 -0.27 0.14 -0.134
C 2.740590 -0.158948 0.969919 -0.14 0.09 -0.22 -0.504
C -4.815473 0.751625 0.237248 0.09 -0.30 -0.09 -0.613
C -3.424400 -1.543442 -0.329842 0.14 -0.07 0.04 -0.024
C -7.035155 -0.362730 -0.190457 0.03 0.03 0.01 -0.083
C 4.879018 0.949215 0.959335 0.19 0.04 0.47 -0.146
C -0.564933 0.816236 0.151183 0.14 0.13 -0.02 -0.140
C -0.576660 -1.627898 0.210642 0.16 -0.16 -0.04 -0.142
C 0.828681 0.575947 -0.433354 -0.18 0.26 -0.20 -0.137
C 5.842748 1.291492 -0.173372 -0.13 -0.05 -0.02 -0.167
C 3.762573 0.683528 -1.140956 -0.04 0.02 -0.42 -0.166
C -4.802363 -1.524509 -0.390037 0.01 0.17 0.07 -0.045
C -5.540872 -0.380874 -0.114605 -0.08 0.08 0.02 -0.317
C 5.266854 0.511524 -1.351630 -0.11 0.11 0.05 -0.164
C -3.437319 0.759860 0.320195 0.13 0.02 -0.02 -0.053
C -2.704137 -0.397276 0.030599 -0.37 0.02 -0.05 -0.225
H 6.866044 1.009202 0.062951 0.04 0.06 0.03 0.109
H -7.462108 -0.101714 0.777577 -0.11 0.01 0.01 0.075
H -1.060319 1.588059 -0.443930 0.06 -0.01 0.07 0.126
H -1.179240 -2.375229 0.732616 0.07 0.03 -0.05 0.123
H -7.370857 0.383695 -0.909843 -0.11 0.01 -0.01 0.074
H 0.720428 0.249441 -1.475844 0.01 0.16 0.04 0.128
H -0.304625 -2.029563 -0.776745 -0.04 -0.12 0.09 0.131
H 1.248561 -2.307513 1.146276 -0.16 0.05 0.05 0.132
H -7.415024 -1.335689 -0.490429 -0.04 -0.06 -0.02 0.074
H 0.427142 -1.015717 2.024110 0.01 -0.08 -0.09 0.134
H -5.326083 -2.426502 -0.671889 -0.06 -0.09 -0.04 0.112
H 3.178951 -0.115003 -1.599168 -0.04 0.07 -0.01 0.120
H 5.537017 -0.542029 -1.271688 0.00 -0.05 -0.03 0.116
H 5.196703 0.058867 1.512253 -0.02 0.14 -0.05 0.120
H 3.437026 1.646278 -1.554619 -0.03 -0.12 -0.09 0.118
H -2.905408 -2.453451 -0.583763 0.08 -0.09 -0.03 0.099
H -2.944894 1.666858 0.628711 0.05 0.09 0.04 0.094
H 5.814803 2.360913 -0.385797 0.05 0.04 -0.02 0.110
H 4.759706 1.765771 1.675677 0.12 -0.09 0.02 0.124
H -0.468127 1.181892 1.184693 -0.02 0.10 -0.08 0.136
H 5.596012 0.889115 -2.317472 0.01 -0.05 -0.06 0.109
H 1.386857 1.512491 -0.416185 -0.04 -0.05 -0.05 0.121
```
Positions in Å, forces in eV/Å.


No. 2
This record from the OMol25 dataset describes 2 unconnected molecules or ions with the total composition C16H22ClNO4 at a distorted geometry. The level of theory is ωB97M-V/def2-TZVPD.

Computed properties:
ΔE to the lowest compared entry with this formula, charge and spin = 71.8 kcal per mole
Largest force on an atom = 2.14 eV/Å
E = -39149.1474 eV

```
44
Properties=species:S:1:pos:R:3:forces:R:3:lowdin_charge:R:1
Cl -1.102115 2.002844 -1.888860 0.12 -0.02 0.56 0.863
O -4.472750 1.138435 -1.220596 0.11 0.00 -0.18 -0.024
O -3.293091 4.846714 -2.234770 0.44 0.66 -0.33 -0.043
O -4.404324 2.626089 -2.889227 -0.14 -0.84 -0.44 -0.028
O -3.743324 5.738099 -0.248639 0.11 -0.56 -0.65 0.008
N -0.803055 1.728813 0.739133 -0.30 -0.37 -1.52 -0.194
C -5.502604 4.158507 2.906642 -0.37 -0.67 -0.21 -0.107
C -4.449176 2.322087 -1.579775 0.34 0.92 1.19 -0.502
C -6.390264 3.097706 3.151370 0.07 0.05 -0.08 -0.128
C -3.819179 4.756456 -0.997404 -0.76 -0.29 1.09 -0.453
C -5.937701 2.232671 0.930358 0.27 0.36 0.01 -0.041
C -4.157979 1.953303 -5.133828 -0.03 0.18 -0.41 -0.075
C -4.841384 4.250334 1.686237 -0.08 -0.18 -0.04 -0.044
C 0.570842 2.251999 0.698164 -0.01 0.26 -0.04 -0.020
C -6.597214 2.131763 2.154101 0.40 0.41 0.01 -0.110
C -2.709591 6.148099 -2.490160 -0.11 -0.31 -0.05 -0.231
C -1.539909 1.547474 -0.329746 0.20 0.28 0.97 -0.451
C -2.568312 6.246204 -3.979688 0.13 -0.07 -0.49 -0.078
C -1.295922 1.199763 2.018201 -0.59 -0.28 0.37 0.009
C -5.049210 3.313216 0.634509 -0.76 -0.42 1.92 -0.179
C -4.424193 3.463753 -0.645374 1.16 -0.02 -1.80 -0.047
C -4.476447 1.458670 -3.754091 0.02 0.47 0.29 -0.227
H -1.426313 0.112270 1.945850 0.14 0.27 0.03 0.111
H -0.566143 1.431688 2.796794 -0.28 -0.04 -0.18 0.094
H 1.200459 1.621176 0.063494 -0.15 0.05 0.10 0.100
H -1.830522 5.526634 -4.342566 -0.10 -0.02 -0.09 0.070
H -2.243939 7.238546 -4.294216 0.04 0.05 0.11 0.073
H 0.942636 2.239743 1.724872 0.04 0.11 -0.35 0.092
H -3.758853 0.705863 -3.417119 -0.17 0.06 0.01 0.108
H -3.190393 2.460737 -5.138891 -0.09 0.04 -0.02 0.075
H -3.348995 6.941146 -2.093997 0.11 -0.25 0.00 0.121
H -4.926480 2.650630 -5.477007 0.15 0.03 0.02 0.081
H -6.082610 1.465188 0.175144 -0.12 0.20 0.26 0.093
H -5.333332 4.930829 3.658017 -0.05 -0.24 -0.12 0.093
H -4.110112 1.135660 -5.853673 -0.03 -0.10 0.06 0.075
H -7.269186 1.286168 2.321843 0.17 0.30 0.01 0.094
H -6.918820 3.024141 4.102304 0.13 0.03 -0.21 0.085
H -3.527709 6.042051 -4.463060 0.11 -0.02 0.05 0.083
H -5.490284 1.047400 -3.686435 0.25 -0.07 0.02 0.129
H -1.740179 6.191192 -1.978784 -0.15 0.15 -0.03 0.122
H -2.487722 1.010854 -0.235280 -0.21 0.32 -0.14 0.103
H -2.271721 1.640300 2.262146 0.31 0.02 -0.08 0.115
H 0.583616 3.273349 0.304060 -0.07 -0.19 0.10 0.104
H -4.174915 5.082680 1.491462 -0.26 -0.26 0.26 0.083
```
Positions in Å, forces in eV/Å.


No. 3
This record from the OMol25 dataset describes a molecular structure, C16H22CuN6O5STe. The level of theory is ωB97M-V/def2-TZVPD.

Computed properties:
ΔE to the lowest compared entry with this formula, charge and spin = 6.4 kcal per mole
Largest force on an atom = 0.70 eV/Å
Multiplicity = 2
E = -98894.7026 eV
Charge = -2

```
52
Properties=species:S:1:pos:R:3:forces:R:3:lowdin_charge:R:1
Te 0.632483 -0.242133 -2.873169 0.23 -0.07 -0.26 0.390
Cu -1.251746 -1.545049 -1.401638 -0.07 0.37 0.15 0.280
S -0.011979 1.870857 -1.881218 -0.07 0.09 0.02 0.370
O -1.506070 -0.726360 1.132388 -0.24 0.07 0.06 -0.196
O -1.175592 -0.156227 -0.157689 0.18 0.18 0.65 -0.437
O -3.769287 -3.336459 -3.958073 0.15 0.09 0.12 -0.041
O -2.019037 -2.767663 -2.664199 -0.14 -0.53 -0.24 -0.130
O 0.224723 -2.919017 4.753292 -0.13 0.23 0.04 -0.024
N -0.963371 -2.774668 0.233820 -0.05 -0.04 -0.13 0.010
N 1.515736 2.736208 -3.914846 -0.10 -0.06 0.15 0.054
N 0.260525 4.343293 -2.697511 -0.24 -0.04 0.11 0.027
N -3.003754 -0.252105 -2.482552 0.13 -0.32 0.08 -0.011
N -3.760414 -1.303580 -2.997156 0.00 -0.02 0.15 -0.036
N 0.663282 -0.847942 3.935699 -0.21 0.00 0.10 -0.066
C -0.808630 -2.427041 2.697519 -0.17 -0.03 -0.22 -0.101
C 0.722980 5.275525 -3.506568 0.01 -0.01 -0.03 -0.181
C -0.642768 -1.849372 1.314875 0.14 0.04 0.09 -0.353
C -1.645134 -3.514919 2.835575 0.05 0.14 0.02 -0.071
C 3.039568 -0.900438 4.655294 -0.10 0.00 0.04 -0.087
C -1.777831 -3.773411 0.474682 0.07 0.06 -0.10 -0.185
C 0.646172 3.068904 -2.941805 0.43 0.19 -0.38 -0.818
C 0.054763 0.382285 3.450344 0.07 0.09 -0.11 -0.223
C -3.137462 -2.559487 -3.231140 -0.23 0.04 -0.25 -0.724
C -2.211978 -4.165856 1.741598 -0.12 -0.08 0.07 -0.123
C 1.993891 3.693215 -4.693784 -0.05 0.10 0.00 -0.362
C 0.006015 -2.083180 3.860008 0.47 -0.25 0.05 -0.401
C 2.978225 3.259375 -5.744154 -0.08 0.00 0.08 -0.044
C 1.603411 5.021094 -4.549719 0.01 -0.07 0.06 -0.059
C 1.582346 -0.669230 5.049527 0.08 -0.19 -0.08 -0.242
C 1.032183 1.273951 2.693235 -0.10 -0.12 0.04 -0.074
H -2.868521 -5.017284 1.860038 0.02 0.00 -0.02 0.064
H 3.150306 -1.909065 4.255914 0.02 0.00 -0.01 0.073
H -0.763985 0.134901 2.786604 -0.09 -0.02 -0.01 0.092
H -4.473760 -1.093816 -3.673920 -0.03 0.02 -0.14 0.108
H 3.686316 -0.801676 5.532645 0.05 0.01 -0.03 0.059
H -0.360182 0.936719 4.308912 0.02 -0.03 -0.01 0.112
H 1.426547 0.735808 1.830240 0.01 0.04 -0.01 0.079
H -2.590919 0.360739 -3.172725 0.08 -0.03 -0.06 0.058
H 1.862826 1.594602 3.328754 0.02 0.03 -0.04 0.053
H 3.494090 4.114864 -6.181304 0.01 -0.03 -0.04 0.062
H 2.454347 2.708936 -6.527628 0.02 0.01 -0.02 0.079
H 1.976862 5.808617 -5.190504 0.00 -0.01 0.00 0.085
H 1.312982 -1.387523 5.822924 -0.03 0.06 0.08 0.098
H 3.695550 2.574415 -5.294019 0.03 0.01 -0.03 0.078
H 0.386100 -1.497731 1.150577 -0.09 0.12 -0.01 0.137
H 0.370228 6.287685 -3.316608 0.05 0.00 0.03 0.093
H -1.812402 -3.890669 3.839297 0.06 -0.05 0.00 0.102
H 1.456407 0.342310 5.448080 -0.02 0.00 -0.03 0.107
H 0.509771 2.158055 2.323896 0.04 0.02 -0.01 0.073
H -2.077374 -4.339445 -0.406026 -0.07 0.05 0.00 0.104
H -3.470310 0.259511 -1.750884 -0.02 -0.06 0.10 0.087
H 3.363871 -0.190523 3.893102 0.01 -0.02 0.00 0.057
```
Positions in Å, forces in eV/Å.


No. 4
This record from the OMol25 dataset describes a single C16H22N2O2S molecule. The level of theory is ωB97M-V/def2-TZVPD.

Computed properties:
ΔE to the lowest compared entry with this formula, charge and spin = 4.3 kcal per mole
Largest force on an atom = 0.58 eV/Å
SMILES = Cc1ccc(SCCC(=O)N2CCC(C(N)=O)CC2)cc1
E = -34861.0302 eV

```
43
Properties=species:S:1:pos:R:3:forces:R:3:lowdin_charge:R:1
S -2.735676 2.277935 -0.688421 0.11 0.15 0.11 0.951
O 4.454761 -1.773554 -1.413541 -0.26 -0.27 -0.31 0.066
O 1.166354 2.983390 0.062243 -0.02 0.37 0.07 0.047
N 1.958487 0.930922 -0.382833 0.31 0.03 -0.21 -0.053
N 6.327661 -0.884784 -0.563546 0.51 0.03 -0.14 0.170
C 2.848559 -1.019151 0.784525 0.11 -0.08 -0.28 -0.116
C -4.761069 0.602401 -1.266426 0.08 0.04 0.04 -0.118
C -3.706709 0.829319 -0.383822 0.29 0.21 0.06 -0.536
C -5.369989 -1.400124 -0.070147 0.05 -0.03 0.06 -0.289
C -5.578162 -0.495556 -1.108127 0.05 0.00 0.07 -0.049
C 4.234451 1.050819 0.482271 -0.04 -0.02 -0.15 -0.120
C -1.425993 2.233767 0.573377 -0.44 -0.08 -0.33 -0.463
C 1.937161 -0.512461 -0.338495 -0.14 -0.41 0.14 -0.139
C -3.490480 -0.063982 0.653726 0.04 0.11 -0.05 -0.092
C -6.271741 -2.585626 0.094244 -0.04 0.04 -0.02 -0.056
C 4.994290 -1.116807 -0.552516 0.10 0.20 0.54 -0.526
C 0.981329 1.781671 -0.002688 -0.29 -0.29 0.01 -0.444
C 3.284440 1.451273 -0.645660 0.21 0.41 0.11 -0.124
C -0.376029 1.154669 0.320060 0.06 0.26 0.04 -0.166
C 4.274136 -0.477586 0.634385 -0.20 -0.06 0.10 -0.243
C -4.318397 -1.164344 0.801508 -0.13 -0.09 -0.05 -0.047
H -4.926511 1.300749 -2.072743 -0.07 0.06 -0.13 0.099
H 6.793784 -0.368327 0.159887 -0.06 -0.02 0.00 0.102
H -0.258861 0.518928 1.200836 0.01 -0.10 -0.05 0.119
H 2.312925 -0.894955 -1.292119 -0.15 0.02 0.11 0.123
H -6.345632 -3.141884 -0.839047 -0.04 -0.10 -0.02 0.079
H 0.926734 -0.887097 -0.191109 0.02 0.05 -0.04 0.115
H 3.637469 1.045269 -1.599016 -0.02 0.04 -0.01 0.135
H 2.449280 -0.698890 1.749864 -0.01 -0.01 0.02 0.121
H -0.951418 3.215238 0.495496 -0.10 -0.10 0.07 0.067
H -6.392484 -0.658016 -1.799586 -0.09 -0.02 -0.09 0.114
H 2.866439 -2.109064 0.758378 -0.03 -0.02 0.06 0.122
H -2.686841 0.081985 1.357482 0.10 0.05 0.05 0.089
H 6.878434 -1.267125 -1.314256 -0.05 0.01 0.02 0.113
H -4.135140 -1.850392 1.616813 -0.01 -0.09 0.07 0.109
H -7.275639 -2.260446 0.367316 -0.08 -0.07 0.03 0.082
H 3.209388 2.537472 -0.716823 0.06 -0.18 -0.07 0.123
H -1.897742 2.149686 1.550848 0.08 0.02 0.04 0.076
H 5.229644 1.448576 0.278310 0.02 0.05 0.05 0.110
H -0.681199 0.527501 -0.519753 0.03 -0.09 0.12 0.108
H 4.847007 -0.731794 1.534105 -0.01 0.02 -0.08 0.144
H -5.902819 -3.251784 0.870161 -0.02 -0.08 0.03 0.072
H 3.875814 1.492175 1.414841 0.03 0.03 0.00 0.126
```
Positions in Å, forces in eV/Å.


No. 5
This record from the OMol25 dataset describes a molecular structure, C16H22N2O3PtS at a distorted geometry. The level of theory is ωB97M-V/def2-TZVPD.

Computed properties:
ΔE to the lowest compared entry with this formula, charge and spin = 45.8 kcal per mole
Largest force on an atom = 4.40 eV/Å
E = -40134.8415 eV
Charge = +2

```
45
Properties=species:S:1:pos:R:3:forces:R:3:lowdin_charge:R:1
Pt -1.426844 0.954126 -0.304445 3.49 1.20 -2.39 1.284
S -0.212385 1.089532 2.788966 -0.01 -0.30 -0.02 1.008
O -1.505342 -0.964112 -1.033103 -0.41 0.18 1.27 -0.097
O -1.155941 2.991985 -0.422735 -0.70 -0.58 1.43 -0.074
O -1.397860 1.145475 1.801656 -1.07 -0.07 -0.01 -0.697
N 0.269492 -0.259797 -2.344965 1.02 -0.08 -0.23 0.161
N 0.078610 0.867259 -1.873778 -2.65 -0.43 0.70 -0.009
C 2.030102 1.553423 -3.263084 -0.16 -0.37 0.03 0.003
C 0.341459 -0.639616 2.773280 -0.11 0.08 -0.12 -0.371
C -0.355930 -2.595378 -2.264412 0.16 -0.04 -0.16 -0.140
C 1.009829 -4.192636 -3.444451 -0.03 -0.08 -0.10 -0.027
C -0.146202 5.094320 -0.527781 -0.14 0.02 -0.11 0.038
C -0.086226 1.730332 5.439272 -0.05 0.00 0.05 -0.117
C -0.208167 3.647106 -0.861103 0.26 0.17 -0.17 -0.341
C -1.036651 1.149737 4.399826 0.17 0.05 -0.06 -0.358
C -0.769990 -4.945558 -1.969882 -0.02 -0.12 -0.04 -0.022
C 0.686416 -2.882264 -3.177189 -0.07 0.06 0.12 0.017
C -0.794000 -1.639825 2.628532 0.01 -0.02 0.03 -0.112
C -1.103380 -3.645417 -1.686568 0.07 0.09 0.07 0.026
C -0.600079 -1.260954 -1.840117 -0.32 -0.47 -0.24 -0.325
C 0.292443 -5.220716 -2.837010 -0.01 0.10 0.01 0.008
C 0.964095 1.889761 -2.271139 0.54 0.41 -0.26 -0.232
C 0.838688 3.119245 -1.755197 -0.06 -0.01 0.18 0.086
H 1.815803 -4.425460 -4.126380 -0.02 0.01 0.00 0.125
H 2.695067 0.787894 -2.858426 0.00 0.02 -0.01 0.104
H 0.248911 2.730541 5.168156 0.01 -0.02 -0.03 0.081
H 0.786597 1.095858 5.596784 0.00 0.02 0.00 0.080
H -0.779371 5.315659 0.326001 -0.01 -0.02 0.01 0.109
H 1.579861 3.840980 -2.071705 -0.08 0.08 0.01 0.142
H -1.320641 -5.759242 -1.518608 -0.01 0.01 -0.02 0.126
H -1.435796 -1.393416 1.783826 0.00 0.00 0.00 0.051
H -1.914572 -3.412085 -1.010947 0.01 -0.02 0.01 0.131
H 0.561296 -6.248711 -3.042806 -0.02 0.00 0.01 0.130
H -0.371981 -2.629603 2.455718 0.01 0.01 0.04 0.092
H -1.358787 0.141640 4.651399 -0.10 0.03 -0.02 0.089
H -0.516930 5.664814 -1.387750 0.07 0.00 -0.01 0.129
H 0.912463 -0.778818 3.693729 0.05 0.06 -0.02 0.104
H -1.912480 1.776094 4.232902 0.02 0.02 -0.02 0.105
H 2.610518 2.431465 -3.525965 -0.05 0.05 0.05 0.101
H 1.576196 1.135527 -4.162865 0.04 0.04 -0.03 0.104
H -0.614788 1.805948 6.388627 0.02 -0.04 0.01 0.094
H 1.033869 -0.699174 1.931897 0.07 0.00 0.05 0.084
H 0.882979 5.406607 -0.347228 -0.01 -0.02 -0.03 0.112
H 1.224000 -2.075117 -3.651516 0.07 -0.01 0.04 0.116
H -1.414360 -1.697436 3.520576 -0.01 -0.01 -0.01 0.081
```
Positions in Å, forces in eV/Å.